(1)
{"formula": "C15H31NO3P2Pd", "method": "ωB97M-V with the def2-TZVPD basis set", "symbols": ["P", "P", "C", "C", "H", "H", "H", "H", "C", "H", "H", "H", "C", "H", "H", "H", "C", "H", "H", "H", "C", "H", "H", "H", "Pd", "C", "C", "C", "C", "C", "C", "C", "C", "C", "H", "H", "H", "H", "H", "H", "H", "H", "H", "H", "H", "H", "H", "H", "H", "O", "N", "O", "O"], "coordinates": [[0.19500, -1.48170, -1.70670], [-0.09270, 1.60030, -1.60500], [-0.17330, -0.60260, -3.30580], [0.36460, 0.83600, -3.23990], [-1.26510, -0.59160, -3.40980], [0.23470, -1.14710, -4.16560], [1.46050, 0.83020, -3.28480], [0.00330, 1.44110, -4.07990], [-1.73960, 2.34920, -1.93830], [-2.01040, 2.98700, -1.09190], [-2.48810, 1.55560, -2.01350], [-1.74100, 2.94380, -2.85860], [0.98810, 3.08150, -1.51840], [0.94640, 3.67590, -2.43760], [2.01730, 2.76190, -1.33390], [0.66750, 3.69770, -0.67340], [-0.88000, -2.96730, -1.78920], [-0.64740, -3.68810, -0.99780], [-0.75770, -3.44240, -2.76630], [-1.92220, -2.64910, -1.69470], [1.86270, -2.20150, -1.99800], [2.61090, -1.40490, -1.96210], [1.92320, -2.71900, -2.96200], [2.08410, -2.90640, -1.19150], [0.00000, 0.00000, 0.00000], [0.57580, 1.76460, -7.27880], [-0.73900, 1.80620, -7.03250], [-1.86250, 0.98510, -7.60890], [-1.48550, -0.33580, -8.31550], [-0.76360, -1.30550, -7.41100], [0.54050, -1.36570, -7.11630], [1.68480, -0.50870, -7.59060], [1.33430, 0.85840, -8.21850], [0.03960, -1.49030, 1.50390], [1.19770, 2.45490, -6.70860], [-1.07070, 2.54400, -6.30070], [-2.43950, 1.60940, -8.30920], [-2.55660, 0.75290, -6.78890], [-2.41680, -0.80490, -8.65410], [-0.90910, -0.12600, -9.21840], [-1.40670, -2.03250, -6.91470], [0.84380, -2.15220, -6.42410], [2.28930, -1.08420, -8.30920], [2.34610, -0.33480, -6.73010], [2.27780, 1.34850, -8.48650], [0.79460, 0.71230, -9.15600], [0.70320, -1.18510, 2.32050], [0.35710, -2.48250, 1.15790], [-0.97500, -1.58650, 1.91450], [0.90930, 0.51350, 3.95120], [0.00000, 0.00000, 3.37000], [-1.02430, -0.18800, 3.95550], [0.00000, 0.00000, 2.00000]], "forces_ev_per_a": [[0.4, -2.5, -3.5], [-0.1, 2.5, -3.2], [-0.2, 0.3, 0.5], [0.2, -0.5, 0.7], [0.1, 0.0, -0.1], [0.0, 0.0, 0.2], [-0.1, 0.0, 0.0], [0.0, 0.0, 0.2], [-0.2, -0.6, 0.8], [0.0, 0.0, -0.1], [-0.1, 0.2, -0.1], [0.3, -0.2, 0.1], [0.2, -0.5, 0.8], [-0.2, -0.3, 0.0], [0.0, 0.1, -0.1], [0.1, 0.0, -0.1], [-0.3, 0.5, 0.4], [0.0, 0.2, -0.2], [0.1, 0.1, 0.0], [0.0, -0.2, 0.0], [0.1, 0.5, 0.7], [0.1, -0.1, -0.1], [-0.2, 0.1, 0.1], [0.0, 0.0, -0.1], [-0.1, 2.1, -2.7], [0.1, -0.2, 0.1], [0.0, -0.1, 0.1], [0.1, -0.1, 0.0], [0.0, 0.0, -0.1], [-0.3, 0.2, 0.1], [0.2, 0.1, 0.1], [-0.1, 0.1, 0.0], [0.0, 0.0, -0.1], [-3.2, -6.8, -0.6], [-0.1, 0.0, -0.1], [0.0, 0.0, -0.1], [0.1, -0.1, 0.1], [0.0, 0.1, -0.1], [0.2, 0.1, 0.1], [-0.1, -0.1, 0.1], [0.1, 0.0, -0.1], [0.0, 0.0, -0.1], [-0.1, 0.1, 0.1], [0.0, -0.1, -0.1], [-0.2, -0.1, 0.0], [0.1, 0.1, 0.2], [3.0, -2.2, 0.1], [0.8, -0.7, -0.2], [0.1, -1.2, -0.6], [2.5, -0.6, -1.7], [-2.1, 5.1, 7.5], [-1.6, -2.0, -1.6], [0.6, 6.9, 2.7]], "fmax_ev_per_a": 9.36, "orbital_gap_ev": [7.00, 1.94], "total_energy_ha": -1680.015928, "total_charge": 2, "lumo_ev": [-6.93, -11.74], "e_above_lowest_kj_mol": 0.0, "s_squared": 6.012, "spin_multiplicity": 5}



(2)
{"formula": "H3PS2", "method": "ωB97M-V with the def2-TZVPD basis set", "symbols": ["P", "S", "S", "H", "H", "H"], "coordinates": [[0.25462, 0.46177, -0.10699], [2.07568, -0.25979, 0.10111], [-1.16299, -1.03658, 0.08789], [-1.02308, 1.90666, 1.19358], [-0.01239, 0.91977, -1.32039], [-0.13184, -1.99183, 0.04479]], "forces_ev_per_a": [[0.2, -0.4, 3.0], [-1.0, 0.9, 0.0], [0.8, -1.2, 0.1], [1.5, -1.3, -1.3], [-0.3, 1.1, -1.8], [-1.2, 0.8, 0.0]], "fmax_ev_per_a": 3.03, "orbital_gap_ev": [7.72, 7.63], "total_energy_ha": -1139.416146, "total_charge": 0, "lumo_ev": [-1.34, -1.87], "e_above_lowest_kj_mol": 287.9}



(3)
{"formula": "C46H44BrF3N3O2S4SbV", "method": "ωB97M-V with the def2-TZVPD basis set", "symbols": ["V", "C", "C", "N", "N", "C", "O", "C", "C", "C", "C", "C", "C", "C", "C", "C", "C", "C", "N", "H", "H", "H", "H", "H", "H", "H", "H", "H", "H", "H", "H", "C", "C", "C", "C", "C", "C", "C", "Br", "C", "O", "C", "C", "C", "C", "C", "C", "H", "H", "H", "H", "H", "H", "H", "H", "H", "H", "H", "H", "H", "H", "H", "H", "H", "H", "H", "H", "S", "S", "S", "S", "F", "C", "C", "C", "C", "C", "C", "Sb", "C", "C", "C", "C", "F", "C", "C", "C", "C", "C", "C", "F", "C", "C", "H", "H", "H", "H", "H", "H", "H", "H", "H", "H", "H", "H"], "coordinates": [[-1.07039, 0.81598, 0.65119], [-0.13439, 1.59668, 4.66699], [-0.80329, 1.42748, 3.33159], [-0.20039, 0.85538, 2.30069], [1.03281, 0.35818, 2.42839], [1.46091, -0.10702, 1.26579], [0.75911, -0.05552, 0.20159], [2.81211, -0.67802, 1.22529], [3.69761, -0.55872, 2.30239], [4.95081, -1.13272, 2.23749], [5.34351, -1.84362, 1.11059], [4.47821, -1.94922, 0.03099], [3.22821, -1.36722, 0.08149], [-2.10069, 1.88558, 3.03819], [-2.92149, 2.57478, 3.94909], [-4.17589, 2.97778, 3.56519], [-4.61009, 2.67358, 2.26989], [-3.75199, 2.00508, 1.41849], [-2.52219, 1.62418, 1.75139], [0.82831, 1.09168, 4.62609], [-0.73889, 1.16138, 5.46549], [0.02501, 2.65458, 4.88939], [3.38901, -0.00922, 3.17969], [5.62911, -1.03712, 3.07819], [6.32201, -2.30522, 1.07669], [4.77621, -2.50232, -0.84971], [2.54161, -1.45142, -0.75181], [-2.53749, 2.79288, 4.93409], [-4.81549, 3.52218, 4.24559], [-5.58729, 2.98118, 1.92939], [-4.06549, 1.76918, 0.40859], [-2.40489, -6.42952, -2.53971], [-3.51379, -5.63922, -1.83011], [-4.23219, -6.58592, -0.86561], [-4.53649, -5.15542, -2.86821], [-2.92989, -4.42692, -1.12191], [-2.17029, -3.51062, -1.84071], [-1.71079, -2.36022, -1.24701], [-0.54959, -1.24442, -2.29021], [-2.03239, -1.97502, 0.08759], [-1.82479, -0.79672, 0.52699], [-2.65659, -3.00932, 0.86049], [-3.10599, -4.15612, 0.22939], [-2.86189, -2.93912, 2.37419], [-4.36729, -2.97752, 2.68599], [-2.27879, -1.68712, 3.02889], [-2.15659, -4.14892, 3.01729], [-2.81669, -7.31922, -3.01971], [-1.64649, -6.74002, -1.82481], [-1.92109, -5.82572, -3.30141], [-4.64429, -7.43332, -1.41391], [-5.05229, -6.07472, -0.36741], [-3.54699, -6.96772, -0.11221], [-4.95489, -5.99892, -3.42001], [-4.07619, -4.46972, -3.57371], [-5.34589, -4.62742, -2.36921], [-1.92139, -3.67712, -2.87691], [-3.63169, -4.88182, 0.82949], [-4.86129, -2.13692, 2.20279], [-4.53479, -2.90542, 3.76029], [-4.82959, -3.89602, 2.32889], [-2.78289, -0.79052, 2.67409], [-1.21399, -1.59782, 2.81599], [-2.40519, -1.74372, 4.11229], [-2.55959, -5.09482, 2.66149], [-2.26359, -4.11822, 4.10189], [-1.09539, -4.11892, 2.77659], [-1.95599, 1.46578, -1.58481], [-2.74259, 3.27778, -1.42681], [-1.18659, 4.37298, -0.30491], [0.01731, 2.90008, 0.29419], [7.61301, 1.81898, -4.78321], [6.42171, 1.88838, -4.10751], [5.31901, 2.42128, -4.74301], [4.12061, 2.48828, -4.04811], [4.01661, 2.03898, -2.74281], [5.14891, 1.50698, -2.14441], [6.35871, 1.42428, -2.80831], [2.15461, 1.81388, -1.55961], [1.08481, 3.21378, -2.83731], [0.22341, 2.65598, -3.77621], [-0.54599, 3.46188, -4.59721], [-0.44209, 4.83168, -4.45741], [-1.14829, 5.64118, -5.30051], [0.37311, 5.41528, -3.50911], [1.12901, 4.59158, -2.68991], [3.07381, 3.18528, -0.12251], [2.86211, 2.95618, 1.23019], [3.32881, 3.83118, 2.19319], [4.03261, 4.94348, 1.77619], [4.51361, 5.81838, 2.71309], [4.29171, 5.18778, 0.44239], [3.80721, 4.29868, -0.50481], [5.40361, 2.77048, -5.76281], [3.24591, 2.89938, -4.53421], [5.07041, 1.14168, -1.12771], [7.23581, 1.00408, -2.33771], [0.13331, 1.58008, -3.85071], [-1.22909, 3.04128, -5.31891], [0.39551, 6.49108, -3.40291], [1.74381, 5.03138, -1.91621], [2.30961, 2.08788, 1.54959], [3.13991, 3.66198, 3.24229], [4.85551, 6.06508, 0.16049], [4.02351, 4.46578, -1.55221]], "forces_ev_per_a": [[0.5, 1.7, -2.8], [-0.1, -0.1, -0.4], [0.0, 0.3, 0.8], [0.0, -0.2, 1.5], [1.9, -0.7, 0.1], [-0.8, 0.4, 0.9], [0.2, -0.4, 0.1], [0.6, -0.4, -0.1], [-0.2, 0.1, -0.2], [0.2, -0.1, 0.1], [0.1, 0.0, 0.0], [0.3, -0.2, 0.0], [-0.4, 0.2, 0.1], [0.2, 0.1, 0.1], [-0.2, 0.1, 0.1], [0.3, -0.1, 0.0], [-0.1, 0.0, -0.1], [-0.5, 0.0, -0.2], [-1.1, 0.7, 1.1], [0.0, 0.0, 0.1], [0.0, 0.0, 0.1], [0.0, 0.0, 0.1], [-0.1, 0.0, 0.0], [0.0, 0.0, 0.0], [0.0, 0.0, 0.0], [0.0, 0.0, -0.1], [0.0, 0.0, 0.0], [0.0, 0.0, 0.1], [0.0, 0.0, 0.1], [0.0, 0.0, -0.1], [0.1, 0.0, 0.0], [-0.2, 0.1, 0.1], [-0.1, -0.1, -0.1], [0.1, 0.1, -0.1], [0.1, -0.1, 0.1], [0.1, 0.0, 0.1], [0.0, 0.0, 0.1], [0.3, 0.4, 0.0], [-0.3, -0.5, 0.0], [-0.4, -1.4, -0.6], [-1.0, -2.1, 0.1], [0.3, 0.6, -0.1], [0.0, -0.3, -0.4], [-0.1, 0.1, 0.3], [0.2, 0.0, 0.0], [0.0, 0.0, -0.1], [-0.1, 0.1, -0.1], [0.0, -0.1, -0.1], [0.1, 0.0, 0.1], [0.1, 0.1, -0.1], [0.0, -0.1, -0.1], [-0.1, 0.0, 0.1], [0.1, -0.1, 0.1], [-0.1, -0.1, -0.1], [0.0, 0.1, -0.1], [-0.1, 0.1, 0.0], [0.0, 0.0, -0.1], [0.0, -0.1, 0.1], [-0.1, 0.1, 0.0], [0.0, 0.0, 0.2], [-0.1, -0.1, 0.0], [0.1, 0.0, 0.1], [0.0, 0.1, 0.0], [0.0, -0.1, 0.1], [0.0, -0.1, 0.0], [0.0, 0.0, 0.1], [0.1, 0.0, 0.0], [-0.1, -0.7, -0.5], [-0.1, 1.0, 0.1], [-0.7, 0.3, -0.2], [0.4, 0.6, 0.1], [-0.2, 0.0, 0.1], [0.0, 0.0, 0.0], [0.4, 0.0, -0.2], [-0.1, 0.0, 0.0], [-0.4, -0.2, 0.1], [0.0, -0.1, 0.1], [0.3, 0.0, -0.1], [0.2, 1.1, -0.5], [0.4, -0.4, 0.4], [0.2, 0.1, 0.0], [-0.1, 0.2, -0.2], [0.2, 0.0, 0.0], [-0.1, -0.1, 0.1], [-0.1, 0.1, -0.2], [0.1, -0.1, -0.1], [-0.1, -0.3, -0.5], [0.1, 0.0, 0.0], [0.2, 0.2, 0.1], [0.1, 0.0, -0.1], [-0.1, -0.1, -0.1], [0.1, 0.3, 0.3], [0.0, -0.2, 0.0], [0.0, 0.0, -0.1], [-0.1, 0.1, -0.1], [0.1, -0.1, 0.1], [0.1, 0.0, 0.0], [-0.1, 0.0, -0.1], [-0.1, 0.0, -0.1], [0.0, 0.1, 0.0], [0.0, 0.1, 0.0], [-0.1, 0.0, 0.1], [0.0, 0.0, 0.1], [0.1, 0.1, 0.0], [0.0, 0.1, -0.1]], "fmax_ev_per_a": 3.29, "orbital_gap_ev": [4.47, 4.95], "total_energy_ha": -7744.816363, "total_charge": -2, "lumo_ev": [3.83, 3.83], "e_above_lowest_kj_mol": 0.0, "s_squared": 3.775, "spin_multiplicity": 4}



(4)
{"formula": "C4H11N4", "method": "ωB97M-V with the def2-TZVPD basis set", "symbols": ["C", "C", "C", "C", "N", "N", "N", "N", "H", "H", "H", "H", "H", "H", "H", "H", "H", "H", "H"], "coordinates": [[-0.23004, -0.74853, 0.19093], [0.64991, -1.71770, 0.21225], [0.50497, 1.59522, -1.03514], [-0.93860, 1.19387, -0.90160], [1.43421, 0.93573, -0.50817], [-2.30530, -1.95492, 1.37614], [-1.87261, 2.24164, -0.65302], [-1.13231, 0.12079, 0.05532], [0.49978, -2.68684, -0.20256], [1.64940, -1.45243, 0.55049], [0.71725, 2.62654, -1.41510], [-1.18051, 0.88016, -1.89615], [2.31003, 1.33078, -0.55115], [-2.37506, -2.45910, 2.37263], [-1.72349, -2.54663, 0.80550], [-2.09513, 2.57283, -1.56464], [-1.52233, 2.91149, -0.01248], [-3.22426, -1.89946, 1.01661], [-1.70822, 0.54970, 0.82900]], "forces_ev_per_a": [[1.0, -1.8, 0.3], [-0.5, 1.8, 0.0], [1.5, 1.8, 1.2], [0.1, 0.4, -1.7], [-2.9, -1.3, 0.3], [0.8, -1.2, 4.0], [0.2, -1.3, 0.1], [0.4, 1.6, 1.1], [-0.5, -0.6, 0.0], [-0.3, -0.1, 0.0], [-0.6, -0.8, -0.3], [-0.3, -0.9, -0.6], [2.5, 1.2, -0.3], [0.1, 1.5, -3.0], [-0.4, -0.4, -0.1], [-0.7, 1.1, -0.1], [0.2, 1.1, 0.3], [-1.1, -0.2, -0.5], [0.4, -1.7, -0.4]], "fmax_ev_per_a": 4.23, "orbital_gap_ev": 9.95, "total_energy_ha": -377.681218, "total_charge": 1, "lumo_ev": -3.84, "e_above_lowest_kj_mol": 382.1}